{"formula": "C34H53BCl2N7O8", "method": "the ωB97M-V functional and the def2-TZVPD basis", "homo_lumo_gap_ev": [7.0, 3.2], "multiplicity": 2, "s2": 0.759, "molar_mass_g_mol": 769.6, "energy_ha": -3257.70531, "largest_force_ev_per_a": 5.1, "symbols": ["O", "C", "O", "B", "O", "C", "O", "O", "C", "O", "C", "O", "O", "C", "C", "C", "C", "N", "H", "H", "H", "H", "H", "H", "H", "C", "C", "C", "C", "N", "H", "H", "H", "H", "H", "H", "H", "C", "C", "C", "C", "N", "H", "H", "H", "H", "H", "H", "H", "C", "C", "C", "C", "N", "H", "H", "H", "H", "H", "H", "H", "C", "C", "C", "C", "N", "H", "H", "H", "H", "H", "H", "H", "C", "C", "C", "C", "N", "H", "H", "H", "H", "H", "H", "H", "C", "C", "C", "C", "N", "H", "H", "H", "H", "H", "H", "H", "Cl", "C", "C", "Cl", "H", "H", "H", "H"], "coordinates": [[-18.5327, 12.6012, -8.2868], [-17.7005, 13.3936, -8.7735], [-17.9144, 14.4549, -9.5517], [-16.6050, 14.9875, -10.0799], [-15.6193, 14.0810, -9.4476], [-16.2006, 13.1214, -8.8037], [-15.5992, 12.1729, -8.3040], [-16.3584, 16.4043, -9.7484], [-16.3242, 17.1868, -10.8315], [-16.2576, 18.4172, -10.8894], [-16.5179, 16.2189, -12.0113], [-16.5854, 14.9329, -11.5798], [-16.8068, 16.5512, -13.1815], [-13.9387, 7.4605, -8.9118], [-15.4814, 7.6732, -8.7540], [-15.8996, 9.1921, -8.6768], [-17.2188, 9.5521, -8.1362], [-18.2591, 9.8621, -7.6922], [-13.6254, 8.2521, -9.5924], [-13.6374, 6.4943, -9.3166], [-13.4672, 7.6727, -7.9522], [-15.8371, 7.1596, -7.8608], [-16.0003, 7.1696, -9.5696], [-15.7449, 9.6736, -9.6424], [-15.2658, 9.7090, -7.9562], [-19.4721, 14.3297, -13.2771], [-20.7851, 15.0194, -13.6035], [-20.8176, 16.5414, -13.2297], [-19.7740, 17.2842, -13.9612], [-18.9213, 17.9366, -14.4718], [-19.2473, 14.3121, -12.2107], [-18.6896, 14.7674, -13.8969], [-19.3949, 13.2727, -13.5320], [-21.5936, 14.4952, -13.0940], [-21.0011, 14.9041, -14.6657], [-20.6000, 16.6027, -12.1634], [-21.7681, 17.0297, -13.4447], [-12.9063, 8.9647, -5.3802], [-12.9411, 10.3839, -4.7677], [-13.9835, 11.2846, -5.3656], [-15.3561, 10.7870, -5.0632], [-16.4467, 10.4720, -4.8106], [-12.4914, 8.2751, -4.6451], [-12.1205, 8.8558, -6.1277], [-13.8566, 8.5884, -5.7591], [-11.9477, 10.8326, -4.7679], [-13.2537, 10.4011, -3.7237], [-13.8794, 11.3333, -6.4495], [-13.9989, 12.3195, -5.0238], [-21.0155, 20.2252, -8.7222], [-20.3280, 18.9050, -9.0335], [-18.9926, 19.0951, -9.7074], [-19.0226, 19.5409, -11.0811], [-19.0814, 19.8520, -12.1811], [-22.0504, 20.0413, -8.4336], [-21.0150, 20.8571, -9.6102], [-20.5312, 20.8001, -7.9328], [-21.0307, 18.3072, -9.6141], [-20.2766, 18.2180, -8.1889], [-18.4213, 18.1702, -9.6289], [-18.3900, 19.7926, -9.1256], [-15.7257, 21.8762, -11.5066], [-14.4068, 21.5745, -12.2336], [-14.3129, 20.1557, -12.9111], [-15.4974, 19.8303, -13.7158], [-16.4286, 19.6028, -14.3573], [-15.9602, 22.9176, -11.2859], [-15.7935, 21.2818, -10.5954], [-16.5609, 21.5942, -12.1477], [-13.5787, 21.7147, -11.5389], [-14.2435, 22.3186, -13.0132], [-14.2097, 19.3287, -12.2086], [-13.5011, 20.0665, -13.6330], [-13.6206, 15.5793, -17.7054], [-13.8001, 15.2707, -16.2257], [-15.2416, 15.2057, -15.7500], [-16.0657, 16.4259, -16.0469], [-16.6961, 17.3816, -16.2463], [-12.6042, 15.8067, -18.0267], [-14.1477, 16.4702, -18.0467], [-13.8812, 14.7121, -18.3121], [-13.2544, 16.0178, -15.6493], [-13.3832, 14.3060, -15.9366], [-15.2380, 15.0454, -14.6718], [-15.7199, 14.2673, -16.0303], [-22.4928, 15.0775, -8.4140], [-22.1199, 14.2849, -9.6479], [-22.5428, 12.7946, -9.5893], [-21.7372, 11.9119, -8.6683], [-21.1050, 11.2696, -7.9153], [-23.5643, 15.1165, -8.2178], [-21.9987, 16.0490, -8.4281], [-22.0824, 14.5458, -7.5555], [-21.0422, 14.3280, -9.8053], [-22.5433, 14.7343, -10.5462], [-22.5809, 12.3387, -10.5787], [-23.5693, 12.6929, -9.2372], [-12.3557, 11.2038, -9.1744], [-13.1062, 12.2995, -10.3661], [-12.0770, 12.5889, -11.5297], [-10.5325, 13.1360, -10.8271], [-13.3559, 13.1660, -9.7538], [-14.0845, 11.8685, -10.5784], [-12.4571, 13.3597, -12.2002], [-11.8791, 11.6839, -12.1039]], "forces_ev_per_a": [[2.84, 3.83, -1.73], [-2.69, -4.04, 1.15], [0.50, 1.27, -0.72], [-0.62, -1.85, 2.25], [0.66, 2.27, -2.01], [0.94, -3.06, 2.47], [-1.39, 2.02, -1.07], [0.02, 0.91, -1.57], [0.10, 3.83, 2.31], [0.11, -4.35, -0.16], [-1.76, -3.34, -2.13], [0.43, 3.65, -1.30], [1.07, -0.44, 2.26], [-1.21, 1.30, 0.09], [-0.14, -0.08, 0.20], [0.58, -0.58, 0.53], [-2.65, 0.03, 0.53], [2.64, -1.04, -1.09], [0.45, -0.12, -0.17], [-0.23, 0.03, 0.20], [0.20, -0.23, -0.09], [0.01, 0.10, 0.15], [-0.09, 0.23, -0.18], [-0.06, 0.05, 0.01], [0.59, -0.04, -0.18], [0.35, -0.20, -0.16], [-0.49, 0.06, -0.14], [0.69, -0.95, -0.46], [2.84, 2.35, -1.38], [-3.35, -2.63, 1.73], [0.18, 0.55, 0.08], [0.38, 0.36, 0.37], [-0.68, -0.11, -0.28], [-0.14, 0.21, 0.18], [0.05, 0.11, -0.08], [-0.08, 0.31, 0.12], [-0.09, -0.23, 0.10], [1.00, 0.13, 0.64], [-0.14, -0.28, 0.74], [-1.20, 0.14, -1.13], [-1.17, -0.15, 0.07], [1.75, 0.33, -0.29], [-0.54, -0.16, 0.37], [-0.33, 0.50, -0.61], [0.00, 0.14, 0.13], [-0.05, 0.09, -0.30], [0.40, -0.74, 0.32], [-0.14, 0.06, -0.18], [0.44, -0.02, 0.23], [-0.13, -0.03, 0.09], [-1.26, -0.27, 0.05], [0.78, -0.60, 0.94], [-0.29, -0.12, 0.00], [-0.04, 0.33, -0.30], [0.01, 0.15, 0.05], [-0.11, 0.00, -0.09], [0.10, -0.13, 0.10], [0.14, 0.15, -0.84], [0.64, 0.50, 0.54], [-0.05, -0.11, -0.25], [0.00, 0.25, 0.01], [-0.39, -0.72, -0.50], [0.03, 0.09, -0.21], [-0.57, 0.36, -0.02], [-0.34, 0.15, 0.13], [0.32, 0.10, 0.24], [0.74, 0.10, 0.12], [-0.10, 0.08, 0.08], [-0.10, -0.31, -0.02], [0.14, -0.29, -0.04], [-0.08, -0.04, -0.14], [0.13, 0.22, 0.29], [0.39, 0.32, 0.30], [0.30, -0.26, -0.60], [0.39, 0.39, -0.07], [-0.65, 0.46, 0.47], [-0.35, 0.14, -0.18], [1.10, -1.55, -0.05], [0.35, -0.18, 0.59], [-0.53, -0.18, 0.22], [-0.43, 0.11, -0.11], [-0.10, 0.10, 0.15], [0.30, -0.04, -0.28], [0.10, 0.46, 0.32], [-0.30, 0.29, -0.84], [0.52, -0.63, 0.53], [0.10, -0.60, -0.32], [0.10, -0.50, 0.58], [1.22, -0.60, 1.19], [-1.95, 1.60, -1.97], [-0.03, 0.36, -0.33], [-0.42, 0.18, 0.00], [0.14, 0.03, 0.19], [0.15, -0.05, 0.14], [-0.28, -0.07, -0.07], [0.39, 0.01, -0.05], [-0.15, 0.24, 0.12], [-0.04, -0.50, 0.07], [0.76, 0.44, 0.28], [-1.26, -0.47, 1.04], [-0.11, 0.20, -0.32], [0.36, 0.29, -0.48], [0.32, -0.16, -0.80], [0.05, 0.02, 0.13], [-0.01, 0.06, 0.14]], "mulliken_spin": [0.002, 0.000, 0.012, 0.015, 0.019, 0.003, 0.001, 0.055, 0.006, 0.076, -0.048, 0.037, 0.725, 0.000, 0.000, 0.000, 0.000, 0.000, 0.000, 0.000, 0.000, 0.000, 0.000, 0.000, 0.000, 0.006, 0.000, 0.000, 0.010, 0.011, 0.000, 0.002, 0.002, 0.001, 0.000, 0.002, 0.000, 0.000, 0.000, 0.000, 0.000, 0.000, 0.000, 0.000, 0.000, 0.000, 0.000, 0.000, 0.000, 0.000, 0.000, 0.000, -0.001, 0.000, 0.000, 0.000, 0.000, 0.000, 0.000, 0.002, 0.000, 0.000, 0.001, -0.002, 0.021, 0.031, 0.000, 0.000, 0.000, 0.000, 0.000, 0.005, 0.000, 0.000, 0.000, 0.000, 0.000, 0.000, 0.000, 0.000, 0.000, 0.000, 0.000, 0.001, 0.001, 0.000, 0.000, 0.000, 0.000, 0.000, 0.000, 0.000, 0.000, 0.000, 0.000, 0.000, 0.000, 0.000, 0.000, 0.000, 0.000, 0.000, 0.000, 0.000, 0.000]}

---

{"formula": "C34H53BF13IN7O5", "method": "the ωB97M-V functional and the def2-TZVPD basis", "homo_lumo_gap_ev": 8.7, "charge": 1, "molar_mass_g_mol": 1024.5, "energy_ha": -3707.43720, "largest_force_ev_per_a": 3.3, "symbols": ["N", "C", "N", "N", "C", "C", "C", "C", "C", "C", "B", "N", "O", "N", "C", "C", "C", "N", "C", "C", "C", "C", "C", "C", "C", "C", "F", "F", "C", "F", "F", "C", "F", "F", "F", "C", "I", "C", "C", "C", "C", "C", "N", "H", "H", "H", "H", "H", "H", "H", "H", "H", "H", "H", "H", "H", "H", "H", "H", "H", "H", "H", "H", "H", "H", "H", "H", "H", "H", "H", "H", "H", "H", "H", "H", "H", "H", "H", "H", "H", "H", "H", "H", "H", "H", "H", "C", "C", "O", "C", "O", "C", "F", "F", "F", "H", "H", "H", "H", "H", "C", "C", "O", "C", "O", "C", "F", "F", "F", "H", "H", "H", "H", "H"], "coordinates": [[-3.8183, -3.5861, -5.3753], [-3.3372, -2.9868, -6.4005], [-4.1109, -2.8535, -7.6473], [-2.0525, -2.3858, -6.4293], [-1.4518, -2.2298, -5.0925], [-0.4476, -0.9801, -5.1158], [-0.8590, 0.1658, -4.1289], [-0.0076, 0.1788, -2.7805], [-0.1466, -1.1165, -1.9288], [-1.2809, -1.0566, -0.8035], [-2.7226, -0.5417, -1.3617], [-3.0247, 0.8569, -1.7144], [-3.7586, -1.4708, -1.5689], [-0.8922, -0.1352, 0.3039], [0.4251, -0.4699, 0.9659], [1.3049, 0.8069, 0.6070], [0.8629, 2.1280, 1.3454], [0.6595, 3.2156, 0.3391], [0.2393, -0.5273, 2.5110], [-0.9603, -1.0594, 3.1557], [-1.1356, -1.1553, 4.5720], [-0.0966, -0.7335, 5.4827], [1.1016, -0.1793, 4.8874], [1.2503, -0.0917, 3.4669], [1.0466, -1.8197, 0.3648], [2.2807, -2.3668, 1.1313], [3.1554, -3.1372, 0.3661], [3.1428, -1.3801, 1.6153], [1.9898, -3.3004, 2.3874], [0.6775, -3.4826, 2.7099], [2.5957, -2.7745, 3.5104], [2.5978, -4.7688, 2.2915], [2.1188, -5.3929, 3.4333], [3.9330, -4.8183, 2.4226], [2.0974, -5.5028, 1.2765], [1.1900, -1.7225, -1.2399], [1.0730, -3.8312, -1.9521], [2.5312, -1.0712, -1.7073], [3.0545, -1.5216, -3.1442], [4.2414, -2.5925, -3.0559], [4.0625, -3.8145, -4.0243], [3.5941, -3.4446, -5.4900], [2.1984, -3.9405, -5.6867], [-4.7521, -3.8974, -5.6610], [-5.0707, -2.6100, -7.4057], [-4.1165, -3.7614, -8.1217], [-1.4239, -2.8226, -7.0995], [-2.2030, -2.0376, -4.2983], [-0.8192, -3.1401, -4.8893], [0.6136, -1.3121, -5.0409], [-0.5597, -0.5555, -6.1518], [-1.9550, 0.2459, -3.9560], [-0.5652, 1.1288, -4.6324], [0.9948, 0.5013, -3.1255], [-0.4319, 1.0542, -2.2042], [-0.6061, -1.8589, -2.6362], [-1.4867, -2.1090, -0.4658], [-3.2127, 1.3833, -0.8581], [-3.8544, 0.8301, -2.3155], [-3.3525, -2.3321, -1.7896], [-0.8706, 0.7994, -0.1410], [-1.6798, -0.0876, 0.9618], [1.1934, 1.0389, -0.4890], [2.3913, 0.6768, 0.7804], [-0.1346, 2.0180, 1.8693], [1.5929, 2.4646, 2.1217], [0.3598, 4.0750, 0.7993], [-0.1208, 2.9199, -0.2380], [-1.7901, -1.4278, 2.5012], [-2.0563, -1.5901, 5.0193], [-0.1636, -0.8131, 6.5858], [1.9294, 0.1509, 5.5462], [2.2082, 0.3197, 3.0730], [0.3178, -2.6731, 0.4679], [2.4946, 0.0510, -1.7643], [3.4021, -1.2448, -1.0264], [3.5351, -0.6139, -3.6075], [2.2450, -1.8270, -3.8427], [4.2064, -2.9881, -2.0031], [5.2306, -2.1011, -3.2011], [5.0814, -4.2859, -4.1283], [3.4068, -4.6245, -3.6278], [4.2620, -3.9819, -6.2039], [3.7011, -2.3462, -5.6415], [1.6748, -3.2013, -6.1538], [2.2022, -4.7897, -6.2534], [-0.1029, 1.9528, 12.0136], [0.9190, 2.4151, 10.9951], [0.4876, 2.1087, 9.6559], [-0.4057, 2.9473, 9.1224], [-0.8589, 3.9071, 9.6734], [-0.7350, 2.5271, 7.6888], [-0.9704, 1.2037, 7.5833], [0.2772, 2.8077, 6.8446], [-1.8171, 3.1486, 7.2096], [-0.3212, 0.8914, 11.8819], [0.2633, 2.1171, 13.0271], [-1.0458, 2.4894, 11.8972], [1.8562, 1.8800, 11.1476], [1.1356, 3.4799, 11.0947], [-2.4023, 7.4410, -3.3954], [-2.3765, 7.7186, -1.9064], [-2.8936, 6.5965, -1.1632], [-2.0538, 5.5824, -0.9759], [-0.9251, 5.5374, -1.3757], [-2.7208, 4.4922, -0.1372], [-3.9614, 4.2033, -0.5592], [-2.8273, 4.8511, 1.1511], [-2.0264, 3.3315, -0.1604], [-3.4076, 7.1610, -3.7149], [-2.0834, 8.3202, -3.9553], [-1.7424, 6.6108, -3.6533], [-3.0254, 8.5639, -1.6798], [-1.3749, 7.9792, -1.5608]], "forces_ev_per_a": [[0.20, 0.67, -0.55], [-0.43, -0.46, -0.69], [0.95, -0.30, 0.42], [-1.55, -0.22, 1.18], [2.34, 0.19, -0.19], [-1.32, -0.09, -0.87], [1.46, 0.46, 0.00], [-1.40, 1.25, -0.34], [-0.47, -0.27, 0.42], [-0.70, -0.46, -1.68], [-1.34, -0.16, -0.98], [0.01, -1.49, 1.06], [2.22, 0.39, -0.52], [-0.60, -0.66, -0.34], [2.17, 1.09, 1.32], [0.11, 0.69, -0.11], [-1.20, 0.61, 0.06], [0.70, -0.83, 0.39], [-0.72, -0.46, 3.21], [0.71, 0.42, -0.49], [1.22, 0.36, 0.41], [0.69, 0.35, -2.35], [-1.35, -0.76, -0.46], [-0.43, -0.14, -0.55], [-1.28, -0.38, -1.18], [1.98, 0.24, 0.68], [-1.40, 0.64, 0.21], [-1.23, -0.47, -0.72], [0.53, -0.56, 1.45], [0.74, 0.45, -0.90], [-0.62, -0.37, -1.28], [-0.89, -1.28, 2.01], [0.43, 0.66, -1.05], [-1.13, 0.25, -1.07], [1.01, 1.03, 0.35], [0.32, -0.12, -0.01], [0.09, 0.26, 0.40], [0.89, 0.39, -1.14], [1.19, 0.64, 0.07], [-1.46, -0.61, 0.50], [1.41, 0.04, -0.61], [0.32, -1.07, 0.85], [0.36, 0.95, -0.17], [0.20, 0.05, 0.50], [0.28, -0.17, -0.11], [-0.11, 0.45, 0.10], [-0.29, 0.34, -0.03], [0.23, -0.55, -0.84], [-0.89, 0.67, 0.43], [-0.73, 0.37, 0.33], [0.19, -0.37, 0.92], [0.73, -0.40, -0.13], [-0.43, -0.75, 0.54], [-0.32, -0.72, 0.67], [0.58, -0.64, -0.45], [0.88, 0.44, 0.73], [0.64, 1.07, 0.30], [0.02, 0.47, -0.62], [0.11, 0.38, 0.54], [-0.70, 0.07, 0.32], [0.38, -0.29, 0.33], [0.51, -0.13, 0.32], [0.13, -0.42, 0.95], [-0.77, -0.33, -0.13], [1.04, -0.45, -0.06], [-0.54, -0.41, -0.73], [0.16, -0.25, -0.12], [0.39, 0.41, -0.12], [0.63, 0.18, 0.71], [0.71, 0.39, -0.70], [-0.17, -0.02, -1.05], [-0.64, -0.20, -0.63], [-0.91, -0.39, 0.45], [0.42, 1.08, 0.35], [-0.53, -1.06, 0.29], [-1.07, -0.16, -0.24], [-0.70, -0.67, 0.36], [0.46, 0.01, 0.69], [0.34, 0.26, -0.95], [-0.79, -0.30, 0.01], [-0.88, 0.37, 0.23], [0.35, 0.88, -0.23], [-0.32, 0.67, 0.41], [-0.29, -0.79, -0.11], [-0.06, -0.59, -0.17], [-0.13, 0.53, 0.10], [-0.35, -0.01, -0.18], [0.19, 0.01, 0.79], [-0.20, 0.08, -0.71], [0.62, 0.07, 1.25], [-0.21, -0.09, -0.58], [-0.50, -0.30, -1.35], [0.09, 0.28, 0.39], [0.05, 0.03, 0.43], [0.26, 0.03, 0.48], [0.14, 0.00, 0.06], [0.04, -0.01, -0.06], [0.10, 0.08, 0.05], [-0.07, -0.07, -0.33], [-0.19, -0.02, -0.19], [0.00, -0.42, -0.04], [0.17, 0.69, -0.57], [-0.02, -0.69, 0.52], [0.24, 1.33, -0.75], [-0.14, -0.62, 0.38], [-1.07, -0.63, 0.77], [0.38, 0.13, -0.17], [0.31, 0.13, -0.34], [-0.34, 0.35, -0.19], [-0.01, 0.16, 0.03], [-0.03, 0.01, 0.07], [0.07, 0.12, 0.03], [-0.14, -0.26, 0.21], [-0.03, -0.27, 0.06]], "mulliken_charge": [-0.586, 0.204, -0.620, -0.268, -0.258, -0.509, -0.996, -0.105, 2.220, -1.330, 0.665, -0.246, -0.608, 0.608, 1.370, -1.856, -0.491, -0.626, -0.723, -0.235, -1.162, -0.617, -0.970, 0.328, -0.373, 0.851, -0.270, -0.372, 0.577, -0.276, -0.305, 0.535, -0.272, -0.223, -0.196, -2.241, 0.082, -0.727, -0.050, -0.693, -0.534, -0.629, -0.428, 0.240, 0.297, 0.281, 0.308, 0.071, 0.303, -0.142, 0.599, 0.141, 0.519, 1.014, -1.172, 0.528, 0.129, 0.069, 0.203, 0.331, 0.021, 0.879, 0.302, 0.976, 0.338, 0.437, 0.341, -0.004, 0.312, 0.361, 0.505, 0.449, 0.309, 1.314, 0.364, 0.767, 0.461, -0.422, 0.050, 0.406, 0.434, 0.134, 0.373, 0.324, 0.123, 0.245, -1.111, -0.214, -0.300, 0.302, -0.502, 0.949, -0.237, -0.258, -0.266, 0.305, 0.378, 0.319, 0.315, 0.322, -1.104, -0.208, -0.322, 0.279, -0.504, 1.044, -0.279, -0.275, -0.428, 0.309, 0.373, 0.315, 0.323, 0.313]}